# 1
Entry from the Open Molecules 2025 dataset: one molecule with the formula C5H10 in a non-equilibrium geometry (wB97M-V/def2-TZVPD).

SMILES = CC1CCC1
HOMO level = -0.38486 hartree
Maximum force = 2.67 eV/A
Orbital gap = 0.4322 hartree
LUMO = 1.29 eV
Electronic energy = -5345.890 eV

Last column: natural (NBO) charge in e.
Element x y z (Å)
C  1.86717  -0.04778  0.05222  -0.62
C  0.42363  -0.05333  -0.40887  -0.20
C  -0.64220  -1.03777  0.13076  -0.39
C  -1.61737  0.06211  -0.06128  -0.40
C  -0.45456  1.05718  0.08088  -0.40
H  1.70373  0.07724  1.09898  0.20
H  2.27815  -1.05719  -0.19166  0.21
H  2.57432  0.74279  -0.27206  0.22
H  0.24486  -0.11827  -1.52522  0.19
H  -0.85091  -2.03885  -0.37823  0.21
H  -0.37090  -1.13317  1.22936  0.19
H  -2.45926  0.15527  0.63967  0.20
H  -2.06248  0.06786  -1.03053  0.20
H  -0.28107  1.35101  1.15347  0.19
H  -0.35310  1.97290  -0.51749  0.20

***

# 2
Entry from the Open Molecules 2025 dataset: one molecule with the formula C2H5OPS2 in a non-equilibrium geometry (wB97M-V/def2-TZVPD).

SMILES = CCS(=O)#S#P
HOMO level (alpha / beta) = -0.27824 / -0.27835 hartree
Maximum force = 3.49 eV/A
Orbital gap (alpha / beta) = 0.2245 / 0.2247 hartree
LUMO (alpha / beta) = -1.46 / -1.46 eV
Electronic energy = -35159.192 eV

Last column: natural (NBO) charge in e.
Element x y z (Å)
C  0.37889  1.42786  -0.18920  -0.63
C  -0.54498  0.40944  -0.80044  -0.61
O  1.32307  -1.07971  0.26625  -0.93
P  0.08812  -2.62755  2.45097  0.30
S  -1.05452  -2.68022  0.94360  -0.21
S  0.19769  -1.24179  -0.68110  0.96
H  1.18513  1.44439  -0.93150  0.22
H  -0.09433  2.41087  0.07533  0.22
H  0.79664  0.99350  0.84566  0.25
H  -0.80228  0.62836  -1.78847  0.22
H  -1.47342  0.31485  -0.19111  0.22

***

# 3
Entry from the Open Molecules 2025 dataset: one molecule with the formula C3H4FNO2 in a non-equilibrium geometry (wB97M-V/def2-TZVPD).

SMILES = [H]/N=C1/OC[C@H](F)O1
HOMO level = -0.37540 hartree
Maximum force = 2.80 eV/A
Orbital gap = 0.4054 hartree
LUMO = 0.82 eV
Electronic energy = -11477.264 eV

Last column: natural (NBO) charge in e.
Element x y z (Å)
C  -1.12803  0.25462  0.06060  0.77
C  0.71973  -0.98109  0.30793  -0.14
C  1.04158  0.38359  -0.36597  0.42
N  -2.34924  0.51879  0.12762  -0.73
O  -0.63414  -0.82598  0.68815  -0.46
O  -0.15407  0.89568  -0.76258  -0.49
F  1.56459  1.09583  0.65813  -0.34
H  0.83561  -2.01076  -0.23295  0.20
H  1.40672  -0.91131  1.17991  0.21
H  1.57060  0.28577  -1.31623  0.17
H  -2.87335  1.29487  -0.34462  0.39

***

Repeat the second record exactly.
Entry from the Open Molecules 2025 dataset: one molecule with the formula C2H5OPS2 in a non-equilibrium geometry (wB97M-V/def2-TZVPD).

SMILES = CCS(=O)#S#P
HOMO level (alpha / beta) = -0.27824 / -0.27835 hartree
Maximum force = 3.49 eV/A
Orbital gap (alpha / beta) = 0.2245 / 0.2247 hartree
LUMO (alpha / beta) = -1.46 / -1.46 eV
Electronic energy = -35159.192 eV

Last column: natural (NBO) charge in e.
Element x y z (Å)
C  0.37889  1.42786  -0.18920  -0.63
C  -0.54498  0.40944  -0.80044  -0.61
O  1.32307  -1.07971  0.26625  -0.93
P  0.08812  -2.62755  2.45097  0.30
S  -1.05452  -2.68022  0.94360  -0.21
S  0.19769  -1.24179  -0.68110  0.96
H  1.18513  1.44439  -0.93150  0.22
H  -0.09433  2.41087  0.07533  0.22
H  0.79664  0.99350  0.84566  0.25
H  -0.80228  0.62836  -1.78847  0.22
H  -1.47342  0.31485  -0.19111  0.22

***

Among the records above, which one has the highest maximum force? C2H5OPS2